The following is a quantum chemistry calculation of an isolated molecule of C3H6OS4, from the OMol25 dataset.

Output
Energy above the lowest of the compared OMol25 structures with the same formula, charge and spin, kJ/mol: 144.2
Highest occupied orbital energy (spin up / spin down), eV: -8.04 / -7.95
Structure (SMILES): O=S1#S(=S)CCCS1
Calculated total energy, a.u.: -1785.81060

Geometry as ORCA input:
```
! wB97M-V def2-TZVPD RIJCOSX def2/J DEFGRID3
* xyz 0 1
O -1.66 0.75 -1.50
S -1.91 1.41 -0.23
S -1.71 -0.80 0.99
S -2.93 -1.50 -0.39
C -0.06 -1.23 0.12
C 1.02 -0.28 0.54
C 1.08 1.07 -0.17
S -0.12 2.30 0.45
H -0.25 -1.07 -0.87
H 0.21 -2.28 0.52
H 1.20 -0.22 1.55
H 2.10 -0.62 0.19
H 2.18 1.54 0.02
H 0.86 0.94 -1.24
*
```